[1]
ORCA calculation (the ωB97M-V functional and the def2-TZVPD basis) on C31H29IrN7O6S2 as an isolated structure.

Net charge   +2
Orbital gap (spin up / spin down)   0.259 / 0.235 Eh
ΔE to the lowest compared entry with this formula, charge and spin   34.7 kcal/mol
Multiplicity   2

Each line ends with the Mulliken charge.
Positions of all 76 atoms, in Å:
Ir (0.625, 0.324, 0.200)  0.394
C (-1.606, 2.829, 3.441)  -1.068
O (-0.279, 3.356, 3.156)  -0.408
C (0.233, 2.661, 2.158)  -0.032
N (-0.683, 1.730, 1.604)  1.268
C (-1.581, 1.454, 2.770)  0.068
C (-2.907, 0.814, 2.456)  -0.031
C (-3.101, 0.047, 1.312)  0.634
C (-4.331, -0.543, 1.066)  -1.108
C (-5.377, -0.385, 1.966)  -0.645
C (-5.177, 0.355, 3.120)  -0.840
C (-3.949, 0.954, 3.365)  -0.826
C (1.566, 2.731, 1.718)  0.100
C (2.510, 3.664, 2.180)  -1.180
C (3.793, 3.620, 1.687)  -0.925
C (4.134, 2.641, 0.742)  -0.485
C (3.144, 1.780, 0.332)  0.590
N (1.894, 1.821, 0.795)  0.750
C (3.318, 0.705, -0.637)  0.332
N (2.322, -0.029, -0.997)  -0.079
C (2.777, -0.999, -2.011)  -0.592
C (4.300, -0.708, -2.052)  -0.587
O (4.483, 0.453, -1.179)  -0.477
C (2.417, -2.430, -1.683)  0.134
C (2.344, -2.868, -0.365)  -0.273
C (1.970, -4.176, -0.082)  -0.724
C (1.683, -5.057, -1.117)  -0.696
C (1.794, -4.633, -2.435)  -0.740
C (2.151, -3.322, -2.717)  -0.477
H (-2.361, 3.488, 3.014)  0.447
H (-1.714, 2.790, 4.519)  0.514
H (-0.985, 0.781, 3.393)  0.590
H (-2.302, -0.060, 0.593)  0.428
H (-4.480, -1.117, 0.159)  0.472
H (-6.340, -0.834, 1.768)  0.449
H (-5.982, 0.475, 3.834)  0.422
H (-3.809, 1.533, 4.271)  0.423
H (2.198, 4.403, 2.905)  0.654
H (4.540, 4.325, 2.026)  0.498
H (5.136, 2.533, 0.351)  0.655
H (2.301, -0.732, -2.956)  0.649
H (4.652, -0.441, -3.043)  0.352
H (4.895, -1.528, -1.659)  0.389
H (2.606, -2.196, 0.444)  0.692
H (1.919, -4.511, 0.947)  0.544
H (1.393, -6.077, -0.899)  0.461
H (1.604, -5.328, -3.243)  0.455
H (2.234, -2.997, -3.749)  0.489
C (-1.660, -2.496, -2.110)  -2.095
C (-0.988, -1.297, -1.523)  1.196
N (-0.484, -1.264, -0.337)  1.006
N (-0.634, -2.312, 0.544)  -0.276
C (-0.093, -2.252, 1.763)  0.687
N (-0.321, -3.243, 2.611)  -0.376
S (0.890, -0.932, 2.241)  -0.726
C (-0.868, -0.042, -2.238)  0.023
C (-1.352, 0.083, -3.496)  -0.583
C (-1.039, 1.257, -4.243)  -0.687
C (-0.409, 2.279, -3.650)  -1.247
C (-0.205, 2.265, -2.183)  -0.271
N (-0.196, 0.979, -1.605)  0.122
H (-1.515, -3.405, -1.533)  0.547
H (-1.256, -2.691, -3.102)  0.520
H (-2.732, -2.320, -2.216)  0.350
H (-1.212, -3.089, 0.267)  0.194
H (-0.910, -4.030, 2.388)  0.212
H (0.068, -3.195, 3.539)  0.263
H (-1.937, -0.714, -3.929)  0.602
H (-1.302, 1.312, -5.291)  0.499
H (-0.171, 3.196, -4.171)  0.567
H (0.687, 2.805, -1.882)  0.518
O (-1.387, 3.079, -1.645)  -0.329
S (-1.227, 3.705, -0.245)  1.267
O (-2.271, 4.619, -0.003)  -0.612
O (-1.584, 2.360, 0.592)  -0.454
O (0.140, 4.048, -0.012)  -0.578

[2]
ORCA calculation (the ωB97M-V functional and the def2-TZVPD basis) on C31H29N6Pt as an isolated structure.

Net charge   +3
Orbital gap   0.291 Eh
ΔE to the lowest compared entry with this formula, charge and spin   0.0 kcal/mol

Each line ends with the natural charge from an NBO analysis.
Positions of all 67 atoms, in Å:
Pt (-0.056, -0.611, -0.254)  1.345
C (-3.680, -0.455, 2.096)  -0.218
C (-4.382, -1.550, 1.602)  -0.079
C (-3.792, -2.345, 0.637)  -0.206
C (-2.520, -2.050, 0.171)  0.224
N (-1.889, -0.935, 0.601)  -0.449
C (-2.438, -0.188, 1.579)  0.031
C (-1.720, -2.891, -0.720)  -0.092
C (-2.099, -4.160, -1.145)  -0.150
C (-1.336, -4.846, -2.077)  -0.176
C (-0.135, -4.312, -2.514)  -0.144
C (0.268, -3.053, -2.072)  -0.287
C (-0.501, -2.370, -1.153)  -0.082
H (-4.093, 0.182, 2.865)  0.266
H (-5.370, -1.780, 1.979)  0.266
H (-4.302, -3.212, 0.242)  0.259
H (-1.852, 0.640, 1.956)  0.223
H (-2.978, -4.627, -0.720)  0.239
H (-1.670, -5.801, -2.456)  0.258
H (0.500, -4.870, -3.189)  0.253
H (1.189, -2.648, -2.469)  0.228
C (2.611, -1.693, 4.290)  -0.590
C (1.894, -2.725, 3.401)  -0.540
C (1.256, -2.102, 2.249)  0.592
N (0.761, -1.599, 1.350)  -0.462
H (3.080, -2.221, 5.116)  0.264
H (1.906, -0.974, 4.702)  0.225
H (3.387, -1.166, 3.738)  0.226
H (1.122, -3.252, 3.967)  0.293
H (2.598, -3.475, 3.034)  0.291
N (-2.203, 1.917, -0.684)  -0.775
C (-1.850, 1.367, -1.861)  0.435
C (-2.385, 1.887, -3.057)  -0.281
C (-2.030, 1.351, -4.260)  -0.069
C (-1.124, 0.280, -4.300)  -0.253
C (-0.620, -0.183, -3.129)  0.046
N (-0.968, 0.339, -1.911)  -0.501
H (-2.911, 2.631, -0.655)  0.432
H (-1.866, 1.543, 0.176)  0.400
H (-3.081, 2.712, -2.991)  0.254
H (-2.445, 1.751, -5.175)  0.263
H (-0.827, -0.177, -5.233)  0.264
H (0.084, -0.994, -3.120)  0.228
C (4.266, -0.092, -2.349)  -0.081
C (3.301, 0.900, -2.449)  -0.222
C (2.085, 0.717, -1.827)  0.063
N (1.802, -0.398, -1.126)  -0.464
C (2.746, -1.351, -1.010)  0.044
C (3.980, -1.231, -1.609)  -0.215
H (5.223, 0.020, -2.841)  0.266
H (3.485, 1.808, -3.005)  0.267
H (1.315, 1.471, -1.885)  0.229
H (2.492, -2.224, -0.427)  0.230
H (4.707, -2.024, -1.498)  0.266
N (0.325, 1.305, 0.731)  -0.580
C (0.535, 2.329, 1.217)  0.533
C (0.741, 3.601, 1.814)  -0.200
C (1.464, 3.709, 3.008)  -0.151
C (1.615, 4.950, 3.592)  -0.193
C (1.050, 6.074, 2.998)  -0.109
C (0.351, 5.967, 1.800)  -0.195
C (0.187, 4.734, 1.203)  -0.157
H (1.895, 2.828, 3.466)  0.230
H (2.170, 5.043, 4.515)  0.253
H (1.154, 7.040, 3.473)  0.254
H (-0.065, 6.849, 1.332)  0.252
H (-0.355, 4.642, 0.270)  0.226

[3]
ORCA calculation (the ωB97M-V functional and the def2-TZVPD basis) on C31H30AsN8O2PtS2 as an isolated structure.

Net charge   +1
Orbital gap   0.219 Eh
ΔE to the lowest compared entry with this formula, charge and spin   71.5 kcal/mol

Each line ends with the Mulliken charge.
Positions of all 75 atoms, in Å:
Pt (-1.180, 0.536, -0.989)  0.915
N (1.038, -0.706, 6.491)  -0.510
C (0.290, -1.088, 5.424)  0.994
C (0.846, -1.872, 4.403)  -0.496
C (0.114, -2.153, 3.267)  -0.828
C (-1.168, -1.649, 3.132)  -0.293
C (-1.756, -0.921, 4.153)  -0.648
C (-1.039, -0.652, 5.298)  -0.773
S (-2.024, -1.816, 1.585)  1.278
O (-1.241, -2.669, 0.712)  -0.382
O (-3.392, -2.176, 1.775)  -0.688
N (-1.930, -0.307, 0.890)  -0.261
C (-2.944, 0.524, 1.096)  0.316
N (-3.160, 1.388, 0.076)  -0.150
C (-4.254, 2.127, 0.131)  0.070
C (-5.132, 2.067, 1.198)  -1.124
C (-4.756, 1.240, 2.252)  -0.154
N (-3.675, 0.500, 2.210)  -0.205
H (1.944, -1.112, 6.639)  0.196
H (0.597, -0.257, 7.272)  0.192
H (1.854, -2.249, 4.507)  0.369
H (0.523, -2.771, 2.481)  0.784
H (-2.763, -0.562, 4.018)  0.587
H (-1.490, -0.093, 6.105)  0.336
H (-4.455, 2.783, -0.704)  0.385
H (-6.041, 2.638, 1.213)  0.408
H (-5.341, 1.172, 3.158)  0.452
C (-2.577, 5.490, -4.082)  -1.222
C (-1.524, 4.458, -4.075)  0.978
N (-0.475, 4.451, -4.827)  -0.837
N (0.214, 3.333, -4.523)  0.349
C (-0.400, 2.616, -3.563)  -0.088
S (0.056, 1.126, -2.961)  -0.290
N (-1.526, 3.335, -3.264)  0.232
N (-2.404, 2.923, -2.288)  -0.659
H (-2.296, 6.241, -4.812)  0.355
H (-2.675, 5.964, -3.107)  0.312
H (-3.540, 5.066, -4.365)  0.300
H (1.066, 3.100, -5.009)  0.161
H (-3.275, 2.564, -2.673)  0.317
H (-2.573, 3.652, -1.602)  0.311
C (3.462, -4.925, 0.743)  -0.439
C (2.213, -5.113, 0.169)  -0.881
C (1.397, -4.023, -0.080)  -0.087
C (1.830, -2.742, 0.245)  0.247
C (3.064, -2.558, 0.854)  0.115
C (3.880, -3.652, 1.094)  -0.826
As (0.742, -1.233, -0.383)  0.526
C (1.185, -1.522, -2.276)  -0.147
C (0.136, -1.904, -3.108)  -0.074
C (0.363, -2.151, -4.452)  -0.728
C (1.638, -2.006, -4.975)  -0.493
C (2.684, -1.630, -4.149)  -0.891
C (2.466, -1.398, -2.799)  -0.310
C (1.727, 0.344, 0.264)  0.698
C (1.604, 0.603, 1.632)  -0.268
C (2.099, 1.773, 2.181)  -0.789
C (2.703, 2.716, 1.364)  -0.646
C (2.834, 2.469, 0.008)  -0.756
C (2.354, 1.290, -0.543)  -0.635
H (4.104, -5.774, 0.926)  0.408
H (1.882, -6.109, -0.085)  0.441
H (0.407, -4.150, -0.501)  0.448
H (3.388, -1.561, 1.134)  0.454
H (4.849, -3.513, 1.553)  0.455
H (-0.865, -1.988, -2.683)  0.419
H (-0.451, -2.444, -5.098)  0.442
H (1.813, -2.181, -6.028)  0.420
H (3.676, -1.518, -4.563)  0.449
H (3.288, -1.106, -2.155)  0.458
H (1.113, -0.131, 2.263)  0.287
H (2.009, 1.956, 3.243)  0.504
H (3.071, 3.641, 1.785)  0.399
H (3.314, 3.202, -0.625)  0.439
H (2.483, 1.100, -1.601)  0.371